(1)
34
Properties=species:S:1:pos:R:3 method="wB97M-V/def2-TZVPD" multiplicity=2 relative_energy_kj_mol=2.0 e_homo_ev="-15.32 / -15.32" charge=+2
Rb 21.2523 18.1642 16.1628
O 19.8721 16.1051 14.9512
H 19.5502 15.2053 14.8962
H 19.2806 16.6063 14.3898
C 19.0089 18.9690 18.9153
C 20.0026 18.3943 19.8524
O 21.2770 18.5421 19.3883
O 18.7883 18.1298 17.7777
H 19.1360 20.0398 18.7563
H 18.0265 18.9594 19.3873
H 19.7492 17.3687 20.1207
H 20.0068 18.7890 20.8685
H 21.6231 19.4342 19.3117
H 18.2387 17.4224 18.1229
C 24.4403 17.7318 14.1040
C 25.7312 17.0462 13.8820
O 25.6894 15.6491 14.1468
O 24.1485 18.1366 15.4600
H 23.6281 17.0474 13.8592
H 24.3036 18.6495 13.5320
H 26.5739 17.5646 14.3394
H 25.9610 17.0541 12.8165
H 25.3208 15.1732 13.3989
H 24.6764 18.9168 15.6449
C 16.9078 19.2438 14.9356
C 18.1081 20.2023 15.0763
O 19.3210 19.5500 14.7231
O 16.6143 19.0013 13.5581
H 16.0301 19.7632 15.3202
H 16.9564 18.3586 15.5698
H 18.1076 20.5160 16.1202
H 17.9466 21.0375 14.3948
H 19.1119 19.1061 13.8980
H 17.4107 18.5613 13.2520



(2)
15
Properties=species:S:1:pos:R:3 method="wB97M-V/def2-TZVPD" smiles="C=C1N[C@@H]1C.O" relative_energy_kj_mol=258.6 e_homo_ev=-9.17
C 0.9666 -0.6064 1.3313
C 0.1724 -0.0566 0.4255
N 0.0775 0.9827 -0.4947
C -1.0308 -0.0048 -0.3856
C -2.3332 0.5128 0.1713
H 0.6484 -1.4727 1.9007
H 1.9340 -0.1678 1.5643
H 0.7010 0.8420 -1.2905
H -1.1138 -0.7421 -1.1865
H -2.9340 -0.3150 0.5634
H -2.1317 1.2120 0.9878
H -2.9154 1.0323 -0.5963
O 2.6237 -0.4164 -1.3966
H 2.1866 -0.9829 -0.7430
H 3.1487 0.1828 -0.8509



(3)
63
Properties=species:S:1:pos:R:3 method="wB97M-V/def2-TZVPD" relative_energy_kj_mol=0.0 e_homo_ev="-14.25 / -14.25" charge=+2
Mn 0.0431 -0.4584 -1.5352
C 1.8221 -0.0678 -4.3737
P 2.0320 -0.0988 -2.5797
C 3.0258 1.3660 -2.1995
C 3.1497 -1.5053 -2.2823
H 2.7771 0.1358 -4.8598
H 1.1068 0.7056 -4.6536
H 1.4441 -1.0308 -4.7141
H 4.0386 1.2469 -2.5864
H 3.0777 1.5440 -1.1253
H 2.5785 2.2382 -2.6760
H 3.9182 -1.5373 -3.0561
H 2.5958 -2.4445 -2.3070
H 3.6496 -1.4139 -1.3173
O -1.5824 -0.5286 4.7803
S -2.8350 -0.4833 5.9861
O -3.3887 0.8210 5.9479
O -1.6183 -0.4696 7.1560
C -0.4520 -0.0378 6.6836
N 0.5550 0.3074 7.4270
C 1.6477 0.6815 6.7628
C 1.7283 0.7309 5.3677
C 0.6338 0.3669 4.6110
N -0.4413 -0.0200 5.3378
C 0.5659 0.3596 3.1356
C 1.6604 -0.1084 2.4143
C 1.5544 -0.1859 1.0392
N 0.4432 0.1676 0.3793
C -0.5782 0.6780 1.0755
C -0.5605 0.7886 2.4547
H 2.4988 0.9686 7.3682
H 2.6269 1.0792 4.8808
H 2.5623 -0.4635 2.8929
H 2.3682 -0.5827 0.4477
H -1.4542 0.9661 0.5134
H -1.4368 1.1757 2.9542
F -2.3285 -3.1546 -4.3292
C -2.6528 -3.1372 -3.0505
F -3.1695 -4.2841 -2.6887
F -3.4877 -2.1419 -2.8037
S -1.0584 -2.8653 -2.0935
O -0.2707 -1.9167 -2.9277
O -0.5010 -4.1391 -1.8123
N -1.3082 -1.8857 -0.8356
S -1.9737 -2.5497 0.5233
O -2.8689 -3.5878 0.1542
O -2.3482 -1.4669 1.3763
C -0.5211 -3.3788 1.3893
F -0.6768 -4.6796 1.3749
F 0.6393 -3.0553 0.8031
F -0.4725 -2.9483 2.6538
C -0.4710 0.9363 -2.0887
C -0.9423 2.1827 -2.5944
C -0.2403 3.3657 -2.3232
C -0.7088 4.5620 -2.8331
C -1.8641 4.5778 -3.6081
C -2.5652 3.4078 -3.8739
C -2.1114 2.2035 -3.3664
H 0.6532 3.3434 -1.7133
H -0.1781 5.4821 -2.6316
H -2.2220 5.5168 -4.0091
H -3.4624 3.4382 -4.4759
H -2.6454 1.2839 -3.5660



(4)
42
Properties=species:S:1:pos:R:3 method="wB97M-V/def2-TZVPD" smiles="CCCOCOC(=O)NC[C@H](C)O.CN(C)C=O" relative_energy_kj_mol=0.0 e_homo_ev=-9.17
C -3.5527 -3.9118 1.9507
C -2.7822 -2.8561 2.8844
C -2.0838 -1.7674 1.9196
O -0.6279 -1.8056 2.0802
C -0.0875 -0.8000 1.1721
O 0.7728 -1.4110 0.1835
C 0.8303 -0.6041 -0.9969
O 0.6197 0.6400 -0.9584
N 1.0910 -1.3389 -2.2224
C 1.9508 -0.5871 -3.1761
C 1.5428 -1.1217 -4.6619
C 2.6357 -0.6660 -5.7356
O 0.2774 -0.4785 -4.9912
H -3.7189 -4.8737 2.5579
H -4.5936 -3.4691 1.7317
H -3.0221 -4.1412 0.9717
H -3.5626 -2.3102 3.5221
H -2.0022 -3.3395 3.5714
H -2.2897 -2.0957 0.8364
H -2.5351 -0.7495 2.1735
H -0.9880 -0.2466 0.7486
H 0.5258 -0.0511 1.7912
H 1.4809 -2.2767 -2.0206
H 1.7703 0.5339 -3.2006
H 3.0739 -0.7635 -3.0445
H 1.4249 -2.2504 -4.5525
H 2.1532 -0.7478 -6.7647
H 3.0021 0.4123 -5.5634
H 3.5248 -1.3896 -5.6670
H 0.4708 0.3773 -5.4429
C 1.6320 3.6613 1.9461
N 0.2956 3.5901 2.5005
C -0.0021 4.3240 3.7152
C -0.6919 2.8544 1.9157
O -1.8328 2.7525 2.3287
H 2.3451 3.2854 2.6845
H 1.8657 4.7028 1.7106
H 1.7100 3.0630 1.0368
H -0.3332 3.6232 4.4855
H -0.8098 5.0328 3.5171
H 0.8806 4.8615 4.0630
H -0.3602 2.3379 1.0002



(5)
238
Properties=species:S:1:pos:R:3 method="wB97M-V/def2-TZVPD" e_homo_ev=-6.35 charge=-1
C -0.4563 -2.7998 1.4411
F -1.6408 -2.2051 1.5990
F 0.0897 -3.0800 2.6053
F -0.5120 -3.9482 0.7685
S 0.5728 -1.4329 0.5660
O 0.4825 -0.2338 1.3827
O 1.9085 -1.9564 0.2702
N -0.3469 -1.0944 -0.8802
S 0.1577 -2.0794 -2.0241
O 1.1358 -1.4696 -2.9012
O 0.5675 -3.4350 -1.5803
C -1.4193 -2.3926 -3.1088
F -2.1895 -3.2222 -2.4210
F -2.0741 -1.2792 -3.5408
F -1.0180 -3.0314 -4.2180
C -3.6632 4.3527 4.7592
O -3.3657 5.4046 3.9013
C -2.8481 6.6180 4.5039
C -2.3953 7.5013 3.3201
O -1.4029 7.0677 2.4446
C -0.1241 6.7265 3.0251
C 0.9464 6.3595 1.9985
O 0.3967 5.9955 0.7606
C 1.2548 5.0422 0.0149
H -4.1657 3.4952 4.3118
H -4.2129 4.5299 5.6836
H -2.7447 3.7903 4.9269
H -2.0220 6.4005 5.1809
H -3.6185 7.1122 5.0959
H -2.0897 8.4764 3.6996
H -3.3210 7.6834 2.7742
H -0.2213 5.8987 3.7276
H 0.1917 7.6624 3.4860
H 1.4619 5.4980 2.4228
H 1.6878 7.1469 1.8630
H 2.1705 5.5422 -0.3010
H 0.8650 4.8208 -0.9787
H 1.5808 4.1507 0.5506
C -4.5211 0.6648 11.8157
O -5.3954 1.8061 12.1416
C -4.9727 2.6300 13.2571
C -6.0145 3.8310 13.4137
O -7.2759 3.2516 13.7446
C -8.2244 4.3111 13.8510
C -8.1931 5.1577 15.2682
O -6.8926 5.7469 15.4433
C -6.7785 6.6967 16.5110
H -4.1350 0.0610 12.6370
H -3.7083 0.9447 11.1456
H -5.1984 -0.0228 11.3091
H -3.9929 3.1036 13.1959
H -4.8807 2.1601 14.2363
H -6.1534 4.3062 12.4426
H -5.5973 4.5599 14.1085
H -9.1975 3.8233 13.7957
H -8.2130 5.0627 13.0616
H -8.5955 4.4826 16.0234
H -8.9815 5.8999 15.1436
H -7.6677 7.3205 16.6021
H -5.9972 7.4145 16.2613
H -6.5484 6.2684 17.4865
C 3.0785 7.0429 7.7062
O 3.7806 8.2447 7.3475
C 5.1477 8.2870 7.6018
C 5.6551 8.9719 6.3107
O 5.0843 10.3131 6.2830
C 5.4510 11.0820 5.1519
C 4.9812 12.5739 5.2170
O 3.5616 12.6813 5.0929
C 2.9799 13.9672 5.1660
H 3.5032 6.6259 8.6194
H 3.1042 6.2255 6.9857
H 2.0203 7.1972 7.9171
H 5.5020 7.2571 7.5586
H 5.3550 8.6844 8.5954
H 5.2223 8.5268 5.4147
H 6.7342 9.1230 6.3388
H 5.1978 10.5772 4.2196
H 6.5388 11.1062 5.0856
H 5.5336 13.0299 4.3954
H 5.3061 13.1210 6.1020
H 1.9111 14.0368 5.3680
H 3.2853 14.5584 4.3027
H 3.3833 14.4973 6.0288
C -7.9975 -7.9789 -9.9057
O -9.2887 -7.9183 -9.2932
C -9.6855 -6.5640 -8.9508
C -9.0184 -5.9812 -7.7222
O -9.8665 -5.2942 -6.8935
C -9.2991 -4.6264 -5.7902
C -8.9929 -5.4917 -4.6266
O -8.7510 -4.8628 -3.3536
C -8.1887 -5.6659 -2.3462
H -7.9752 -7.6136 -10.9324
H -7.7021 -9.0265 -9.8476
H -7.2079 -7.4758 -9.3476
H -10.7444 -6.5759 -8.6925
H -9.6683 -5.8026 -9.7307
H -8.3881 -5.1700 -8.0865
H -8.3025 -6.6234 -7.2092
H -9.8809 -3.7670 -5.4569
H -8.3891 -4.1184 -6.1094
H -8.0682 -6.0253 -4.8463
H -9.7080 -6.2846 -4.4074
H -8.8388 -6.4636 -1.9869
H -8.0785 -5.0175 -1.4769
H -7.1860 -6.0546 -2.5238
C 7.2259 -8.4485 2.2048
O 7.8280 -8.2432 0.8960
C 6.9212 -8.1037 -0.1504
C 7.7847 -7.5136 -1.3742
O 8.9120 -8.2987 -1.7307
C 8.9693 -8.6372 -3.1085
C 8.0908 -9.7569 -3.4664
O 8.5381 -10.9854 -2.9542
C 7.9679 -11.3517 -1.7187
H 6.8110 -7.5009 2.5482
H 8.0904 -8.5988 2.8514
H 6.5227 -9.2740 2.3144
H 6.0628 -7.5093 0.1627
H 6.5653 -9.0926 -0.4393
H 8.1546 -6.5701 -0.9728
H 7.0213 -7.3260 -2.1293
H 9.9795 -8.9328 -3.3915
H 8.6204 -7.8307 -3.7535
H 8.1017 -10.0248 -4.5229
H 7.0458 -9.4904 -3.3081
H 6.8859 -11.2341 -1.6588
H 8.3615 -10.7596 -0.8925
H 8.1508 -12.4007 -1.4855
C -5.2011 6.6160 -7.5800
O -4.1887 6.5708 -6.6607
C -2.9375 6.2884 -7.2515
C -1.7607 6.1324 -6.2713
O -1.6275 7.1382 -5.3149
C -1.0912 8.3710 -5.8703
C -0.4944 9.1999 -4.7180
O -1.4160 9.2188 -3.6980
C -1.4304 10.4171 -2.8924
H -5.1275 7.5042 -8.2075
H -6.1366 6.8808 -7.0872
H -5.3405 5.7048 -8.1618
H -2.6110 7.0918 -7.9119
H -2.9817 5.4123 -7.8985
H -0.7648 5.9531 -6.6764
H -1.8462 5.2221 -5.6778
H -1.9781 8.8809 -6.2465
H -0.4040 8.2989 -6.7133
H -0.5007 10.2294 -5.0761
H 0.4827 8.8725 -4.3627
H -0.5491 10.8400 -2.4102
H -2.2135 10.1890 -2.1693
H -1.7391 11.3136 -3.4300
C -3.3898 -10.2031 6.2087
C -4.4382 -10.4068 5.1811
C -4.5891 -11.8971 4.7305
O -5.7072 -11.9428 3.8877
C -6.0434 -13.2261 3.4505
N -5.7176 -9.8906 5.7557
H -3.2883 -10.9961 6.9496
H -3.5621 -9.3383 6.8494
H -2.4375 -10.1084 5.6868
H -4.3637 -9.7690 4.3003
H -4.6357 -12.4538 5.6664
H -3.7518 -12.1905 4.0974
H -5.9545 -14.0566 4.1509
H -5.5148 -13.4081 2.5148
H -7.0713 -13.2848 3.0926
H -5.8204 -10.3895 6.6279
H -6.2761 -10.4197 5.1014
C -6.0765 2.8907 -1.2225
C -5.3466 4.1665 -1.6231
C -6.1812 5.4490 -1.6011
O -5.3742 6.5703 -2.0380
C -6.0564 7.7637 -2.3992
N -4.1898 4.4044 -0.8725
H -6.9866 2.6270 -1.7612
H -6.4010 2.9245 -0.1825
H -5.4398 2.0062 -1.2442
H -5.1839 3.8947 -2.6661
H -6.5416 5.7019 -0.6040
H -7.0086 5.4613 -2.3106
H -6.5572 8.2365 -1.5544
H -6.7054 7.6370 -3.2657
H -5.3713 8.4901 -2.8363
H -3.6376 3.5617 -0.9445
H -4.4181 4.3662 0.1106
C 10.0146 1.4474 -14.9798
C 8.7820 0.6617 -14.6795
C 8.3328 0.8585 -13.1696
O 7.0828 0.2419 -12.8280
C 6.6620 0.5100 -11.4566
N 7.6923 1.0163 -15.5497
H 10.3137 1.0854 -15.9635
H 10.8154 1.3423 -14.2479
H 9.8595 2.5260 -15.0061
H 9.0248 -0.3991 -14.7407
H 8.2889 1.9069 -12.8746
H 9.0820 0.2910 -12.6175
H 7.4971 0.4616 -10.7577
H 6.0367 -0.3572 -11.2440
H 6.0704 1.4008 -11.2459
H 7.9420 0.9292 -16.5245
H 7.6090 2.0209 -15.4872
C 0.1581 -10.2833 -8.1659
C 0.3967 -9.8232 -6.7286
C 0.6551 -10.9244 -5.6984
O 1.1890 -10.4106 -4.4779
C 0.2360 -9.9887 -3.5540
N 1.4940 -8.9351 -6.7632
H -0.0870 -9.4618 -8.8391
H -0.7004 -10.9545 -8.1890
H 0.9379 -10.8119 -8.7142
H -0.4600 -9.1807 -6.5251
H 1.3027 -11.6385 -6.2070
H -0.2446 -11.5219 -5.5515
H 0.6300 -9.8441 -2.5481
H -0.6219 -10.6611 -3.5618
H -0.1997 -9.0538 -3.9065
H 1.1927 -7.9723 -6.8111
H 1.8395 -8.9055 -5.8147
C 9.1900 1.2054 3.2168
C 10.2514 0.4647 4.0983
C 11.3070 -0.1526 3.1316
O 12.2748 -1.0943 3.6639
C 11.6152 -2.3364 3.8477
N 10.7548 1.2853 5.1839
H 8.6544 0.5934 2.4911
H 9.5667 2.0508 2.6409
H 8.4696 1.6012 3.9326
H 9.7925 -0.3938 4.5887
H 11.9818 0.6371 2.8013
H 10.8842 -0.6447 2.2558
H 12.3491 -2.9700 4.3456
H 11.3498 -2.7412 2.8711
H 10.8152 -2.2915 4.5868
H 10.0845 1.2768 5.9393
H 11.5445 0.8793 5.6652



(6)
21
Properties=species:S:1:pos:R:3 method="wB97M-V/def2-TZVPD" multiplicity=2 relative_energy_kj_mol=28.8 e_homo_ev="1.08 / -5.76" charge=-1
C -0.0529 0.7521 -2.1199
C -0.6627 2.1356 -2.0477
C 0.5266 0.1581 -0.7863
N -0.4637 -0.2091 0.0816
C 0.9434 -0.0456 2.1118
C -0.1978 -0.7935 1.4063
C -0.1244 -2.3055 1.3029
O 1.6825 -0.2136 -0.7671
H 0.7522 0.7007 -2.8575
H -0.7242 0.0604 -2.6647
H -0.7036 2.6484 -3.0587
H -1.6307 2.2431 -1.5553
H 0.0459 2.8074 -1.5350
H -1.4094 0.1297 -0.1229
H 0.5118 0.5409 2.9181
H 1.7496 -0.7056 2.4129
H 1.3783 0.7302 1.4705
H -1.1619 -0.5272 1.9310
H -1.1775 -2.6169 1.1860
H 0.2224 -2.8084 2.2166
H 0.4961 -2.6812 0.4775



(7)
11
Properties=species:S:1:pos:R:3 method="wB97M-V/def2-TZVPD" smiles=COc1ncon1 relative_energy_kj_mol=525.3 e_homo_ev=-9.88
C -0.7140 -2.0595 -0.6238
O -0.8780 -1.1938 0.4888
C -0.2592 -0.1795 0.1802
N 0.6329 0.1584 -0.9288
C 0.9685 1.3159 -0.5771
O 0.6843 1.7317 0.6906
N -0.2776 0.7209 1.0984
H 0.2755 -2.5786 -0.6334
H -1.6541 -2.9043 -0.8167
H -0.9838 -1.3560 -1.5722
H 1.4525 1.9185 -1.4755